(1)
2 unconnected molecules or ions with the total composition C2 at a distorted geometry. Source: the OMol25 dataset; level of theory: wB97M-V/def2-TZVPD.

Properties
Frontier orbital gap in eV: 6.22
E_LUMO in eV: -2.429
HOMO in eV: -8.7

CARTESIAN COORDINATES (ANGSTROEM)
C 0.766 -0.815 -0.141
C -0.766 0.815 0.141

Population analysis type natural (NBO), resulting atomic charges in e: 0.0000, 0.0000

***

(2)
A molecular structure, C20H10CdClIN2O5S5 at a distorted geometry. Source: the OMol25 dataset; level of theory: wB97M-V/def2-TZVPD.

Properties
Frontier orbital gap in eV: 6.36
E_LUMO in eV: 3.726
HOMO in eV: -2.6
Charge: -2

CARTESIAN COORDINATES (ANGSTROEM)
Cd 0.997 -0.158 0.083
O -2.269 2.503 0.441
C -1.435 1.694 0.723
O -1.132 0.624 0.090
C -0.483 2.014 1.924
C -0.627 3.084 2.787
C 0.249 3.162 3.818
C 1.344 2.292 3.936
C 1.389 1.241 3.038
N 0.495 1.120 2.095
C 2.532 0.122 3.140
O 3.232 0.226 4.176
O 2.491 -0.753 2.245
H -1.446 3.815 2.663
H 0.126 4.089 4.427
H 2.104 2.321 4.711
Cl -3.569 -5.267 -1.829
C -1.989 -4.561 -1.717
C -1.196 -4.521 -2.837
C 0.000 -3.665 -2.840
I 1.227 -3.637 -4.595
C 0.399 -2.859 -1.775
O 1.295 -2.009 -1.692
C -0.542 -2.930 -0.512
N -0.205 -2.110 0.514
C -0.982 -2.066 1.604
C -2.175 -2.855 1.644
C -2.508 -3.691 0.566
C -1.681 -3.776 -0.566
H -1.619 -5.010 -3.697
H -0.730 -1.416 2.453
H -2.754 -2.949 2.547
H -3.373 -4.291 0.669
C 1.332 0.531 -3.711
S -0.039 0.986 -2.553
C 0.423 2.639 -2.117
C 1.501 2.796 -1.243
S 2.654 1.655 -0.564
S 1.574 4.359 -0.466
C 0.503 5.171 -1.596
S 0.496 6.835 -1.596
S -0.460 4.069 -2.576
H 1.217 -0.527 -3.933
H 2.329 0.591 -3.251
H 1.305 1.112 -4.627

Population analysis type natural (NBO), resulting atomic charges in e: 1.6549, -0.6826, 0.7526, -0.8696, 0.1021, -0.2492, -0.1909, -0.2402, 0.1094, -0.5264, 0.7550, -0.7494, -0.7770, 0.2314, 0.1939, 0.2425, -0.0529, -0.1510, -0.1903, -0.3210, 0.0425, 0.3880, -0.7336, 0.1318, -0.5102, 0.0813, -0.2608, -0.1690, -0.0448, 0.2226, 0.2226, 0.2052, 0.2092, -0.7425, 0.2916, -0.5040, -0.3458, -0.4279, 0.4762, -0.5380, -0.1868, 0.4785, 0.2409, 0.2357, 0.1959

***

(3)
A molecular structure, C20H10Cl48N2O3S at a distorted geometry. Source: the OMol25 dataset; level of theory: wB97M-V/def2-TZVPD.

Properties
Frontier orbital gap in eV: 8.66
E_LUMO in eV: -0.416
HOMO in eV: -9.1

CARTESIAN COORDINATES (ANGSTROEM)
O -5.059 3.498 5.077
C -4.006 3.737 4.285
C -2.542 3.111 4.700
C -1.593 3.994 3.692
C -2.568 4.161 2.382
C -2.939 2.859 1.457
C -1.739 1.752 1.300
S -2.344 -0.034 1.525
C -2.001 -0.632 3.271
N -0.771 -0.450 4.138
N -1.069 -1.065 5.349
C -2.457 -1.663 5.261
O -3.076 -1.388 3.939
O -3.890 4.475 3.007
H -2.409 1.946 4.642
H -2.130 3.424 5.760
H -1.582 5.089 4.132
H -0.468 3.706 3.541
H -2.323 5.099 1.711
H -3.917 2.331 1.826
H -3.191 3.283 0.370
H -1.343 1.810 0.184
H -0.805 1.931 1.986
H -3.020 -2.237 6.135
C -5.418 1.689 -1.687
Cl -4.884 1.705 -3.386
Cl -5.813 3.348 -1.172
Cl -6.863 0.658 -1.528
Cl -4.113 1.043 -0.660
C 2.402 1.704 0.787
Cl 3.743 1.275 1.879
Cl 1.467 0.239 0.391
Cl 1.339 2.888 1.588
Cl 3.059 2.412 -0.711
C 4.272 -2.329 3.402
Cl 4.247 -2.026 1.646
Cl 4.046 -4.070 3.708
Cl 5.838 -1.806 4.072
Cl 2.958 -1.413 4.181
C 1.090 7.108 1.052
Cl 1.251 8.206 -0.342
Cl -0.375 6.112 0.857
Cl 2.520 6.049 1.143
Cl 0.962 8.064 2.550
C 0.404 -2.121 -2.537
Cl -0.041 -3.800 -2.931
Cl 2.168 -2.012 -2.308
Cl -0.089 -1.047 -3.870
Cl -0.421 -1.625 -1.038
C 7.286 -1.323 -1.283
Cl 5.562 -1.742 -1.451
Cl 7.495 -0.211 0.093
Cl 8.232 -2.805 -0.997
Cl 7.854 -0.534 -2.776
C -3.369 -5.668 -4.174
Cl -3.368 -3.938 -3.745
Cl -3.152 -5.843 -5.934
Cl -2.035 -6.490 -3.326
Cl -4.920 -6.399 -3.692
C 1.223 -8.623 -5.038
Cl 1.757 -8.606 -6.738
Cl 0.828 -6.963 -4.523
Cl -0.222 -9.653 -4.880
Cl 2.528 -9.269 -4.011
C -0.963 2.836 -4.043
Cl 0.592 3.676 -4.265
Cl -2.297 4.007 -4.190
Cl -1.140 1.574 -5.289
Cl -1.007 2.085 -2.428
C 3.314 -8.151 4.055
Cl 3.476 -7.052 2.661
Cl 1.850 -9.147 3.860
Cl 4.745 -9.209 4.146
Cl 3.187 -7.194 5.553
C 3.999 -4.562 -5.491
Cl 2.991 -4.578 -6.961
Cl 4.037 -6.195 -4.780
Cl 5.655 -4.059 -5.912
Cl 3.311 -3.416 -4.313
C -2.791 9.693 -0.977
Cl -1.451 9.264 0.115
Cl -3.726 8.229 -1.373
Cl -3.854 10.878 -0.176
Cl -2.135 10.401 -2.474

Population analysis type Mulliken, resulting atomic charges in e: -0.5897, 0.4691, -0.1659, -0.3395, 0.5284, -0.1743, 0.8515, 0.0995, 0.1789, 0.0189, -0.4054, -0.0212, -0.2588, -0.4034, -0.0649, 0.3492, 0.3442, 0.0871, -0.2184, 0.3828, 0.1892, -0.8755, -0.1316, 0.3243, 0.1591, -0.0714, -0.0829, -0.1012, 0.0022, -0.0253, -0.0667, 0.2312, 0.0794, -0.1096, 0.1003, 0.0584, -0.0106, -0.1028, -0.0507, 0.1489, -0.0707, 0.0338, -0.0786, -0.0818, -0.1591, 0.1363, 0.0215, -0.0119, 0.0055, 0.2087, 0.0573, -0.0850, -0.0995, -0.0999, 0.2979, -0.0442, -0.0998, -0.0939, -0.0964, 0.1941, -0.0766, 0.1277, -0.1084, -0.0966, 0.1896, -0.0989, -0.0836, -0.1068, 0.0612, 0.3448, -0.0808, -0.0927, -0.0887, -0.0988, 0.1742, -0.1059, -0.0714, -0.1052, 0.0690, 0.2875, -0.0301, -0.0724, -0.0991, -0.1053

***

- HOMO of number 3 (C20H10Cl48N2O3S)?
  -9.1 eV

***

- What is the HOMO in the first record?
  -8.7 eV

***

- Which of these has the lowest HOMO?
  C20H10Cl48N2O3S

***

- E_LUMO of number 2 (C20H10CdClIN2O5S5)?
  3.726 eV